Record 1
Formula: C4H11N2O
Source: OMol25
Level of theory: ωB97M-V/def2-TZVPD

## Properties
Kohn-Sham gap, eV: 9.91
Total charge: +1
SMILES: N[C@H](C=O)CC[NH3+]
Multiplicity: 1
HOMO level, eV: -13.53
Strongest force on any atom, hartree/bohr: 0.08396

XYZ file:
```
18
Properties=species:S:1:pos:R:3:forces:R:3
N -1.073148 1.025972 0.433047 -0.4 2.1 -0.1
C -0.493979 0.454722 -0.838324 0.8 2.0 -1.4
C -1.725086 -0.085710 -1.597807 -0.4 2.3 -0.6
O -2.349869 0.744658 -2.227144 0.3 -1.5 0.3
C 0.622464 -0.578390 -0.704836 2.8 0.5 -0.4
C 1.562629 -0.487159 0.570788 1.0 1.0 -3.2
N 0.746532 -0.379244 1.784255 -0.1 4.0 -1.6
H -2.097820 0.862174 0.393313 0.9 0.3 0.3
H -0.995312 2.135080 0.519578 -0.1 -3.2 -0.6
H -0.001362 1.337505 -1.505840 -1.6 -2.0 1.6
H -2.115155 -1.104983 -1.417772 0.3 0.0 -0.1
H 1.223485 -0.494136 -1.701075 -0.6 0.0 2.0
H 0.411186 -1.613704 -0.712370 -1.4 -1.2 -0.1
H 2.270559 0.299330 0.505136 -0.1 1.9 0.0
H 2.396138 -1.194804 0.542848 -1.1 -1.3 0.6
H -0.182132 -0.514593 1.414516 -1.1 0.0 0.7
H 0.725689 0.640411 2.174212 0.1 -2.5 -0.6
H 1.075181 -1.047133 2.367475 0.7 -2.4 3.2
```
Forces are in eV/Å.



Record 2
Formula: C5H10FO
Source: OMol25
Level of theory: ωB97M-V/def2-TZVPD

## Properties
Kohn-Sham gap, eV: 10.14
Total charge: +1
Multiplicity: 1
HOMO level, eV: -15.79
Strongest force on any atom, hartree/bohr: 0.11332

XYZ file:
```
17
Properties=species:S:1:pos:R:3:forces:R:3
C 0.518471 0.685512 0.362638 -1.0 -0.4 0.8
C -0.863010 0.791994 -0.166379 2.2 -1.3 1.7
C 2.604779 -0.663861 0.270880 -2.6 -3.6 -3.7
C -3.058055 -0.067278 -0.070806 -0.8 0.3 3.3
C 1.179820 -0.452100 -0.439024 1.4 -0.1 4.4
O -1.706137 0.089799 0.381277 -0.1 0.6 -0.1
F 1.023899 1.911938 0.161199 1.4 1.4 -1.0
H 0.636852 0.560044 1.439971 -0.7 -0.7 0.1
H -0.949046 1.321694 -1.064306 -0.9 1.1 -1.4
H 3.111986 -1.378372 -0.437266 0.0 0.9 0.9
H 2.524085 -1.125432 1.198655 -0.2 -0.6 1.7
H 3.021333 0.243645 0.292246 2.1 3.2 0.2
H -3.538727 -0.086618 0.935184 -0.5 0.5 -1.1
H -3.444574 0.604607 -0.790228 0.1 0.9 -0.6
H -3.040488 -1.047673 -0.344280 -0.5 -2.7 -1.4
H 0.587077 -1.357825 -0.395728 -0.1 0.0 -0.4
H 1.391740 -0.030074 -1.334037 0.3 0.6 -3.4
```
Forces are in eV/Å.



Record 3
Formula: C38H28N6O5P2S2V
Source: OMol25
Level of theory: ωB97M-V/def2-TZVPD

## Properties
Kohn-Sham gap (alpha / beta), eV: 4.98 / 6.60
Expectation value of S²: 3.78
Total charge: -2
Multiplicity: 4
HOMO level (alpha / beta), eV: -0.66 / -2.28
Strongest force on any atom, hartree/bohr: 0.04196

XYZ file:
```
82
Properties=species:S:1:pos:R:3:forces:R:3
V 0.781804 -1.582484 -0.626971 0.2 0.9 1.1
S -2.720931 -1.219903 1.734177 -0.3 -0.2 0.4
P -1.722432 0.058055 0.623854 0.6 -0.1 -0.4
C 0.022375 -0.204594 0.508946 -0.7 1.8 0.8
P 1.189653 0.733047 1.438701 -0.7 0.3 -0.5
S 2.526581 -0.193192 2.540644 0.3 -0.3 0.2
C 0.377254 1.875993 2.630975 -0.1 -0.2 0.2
C -0.172010 1.247727 3.750060 -0.1 0.0 0.0
C -0.652686 1.988646 4.814355 -0.1 -0.1 0.0
C -0.590692 3.374681 4.775708 0.0 0.1 0.0
C -0.064738 4.007422 3.659886 0.0 0.1 0.1
C 0.425992 3.264187 2.593958 -0.1 -0.1 -0.1
C 2.040684 1.982605 0.381907 0.0 -0.1 0.0
C 3.232308 2.565537 0.797469 0.0 0.0 0.0
C 3.789082 3.607988 0.069351 0.0 0.1 0.0
C 3.171503 4.068011 -1.085294 0.0 0.0 0.0
C 1.998535 3.468178 -1.521103 0.0 0.0 0.0
C 1.439682 2.435601 -0.783804 0.0 0.0 0.1
C -2.383054 1.769398 0.945964 0.3 0.1 0.2
C -2.187136 2.785990 0.011590 0.1 0.0 0.2
C -2.801068 4.017867 0.163685 0.1 0.1 -0.1
C -3.629184 4.254758 1.250328 0.0 0.0 0.1
C -3.836859 3.246130 2.178792 0.0 0.1 0.0
C -3.225343 2.009841 2.022844 0.1 0.0 0.1
C -2.449764 0.086775 -1.080511 0.0 -0.2 0.0
C -3.803528 -0.207277 -1.225782 0.0 0.0 -0.1
C -4.398585 -0.156721 -2.476423 -0.1 0.0 0.1
C -3.645283 0.162218 -3.599181 0.1 0.0 -0.1
C -2.296116 0.448571 -3.462023 0.0 0.1 0.0
C -1.709512 0.428397 -2.204341 -0.2 0.1 0.1
H -0.189300 0.164179 3.774870 0.0 0.0 0.1
H -1.071120 1.481934 5.676420 0.0 0.0 0.0
H -0.952827 3.960938 5.613090 0.0 0.0 0.0
H -0.023474 5.090135 3.618622 0.0 0.0 0.0
H 0.852860 3.771505 1.738191 0.0 0.0 0.0
H 3.713248 2.194844 1.694285 0.0 0.0 0.0
H 4.712274 4.068729 0.402154 0.0 0.0 0.0
H 3.605968 4.884882 -1.649674 0.0 0.0 0.0
H 1.517207 3.801880 -2.433218 0.0 0.0 0.0
H 0.526519 1.957429 -1.101659 -0.1 -0.1 -0.1
H -1.558886 2.609249 -0.850896 0.0 0.0 0.0
H -2.637380 4.793662 -0.575937 0.0 0.0 0.0
H -4.106302 5.220341 1.374703 0.0 0.0 0.0
H -4.482647 3.420742 3.032014 0.0 0.0 0.0
H -3.408569 1.209423 2.727776 0.0 0.0 0.0
H -4.367936 -0.502655 -0.349151 0.0 0.0 0.0
H -5.455454 -0.375466 -2.582245 0.0 0.0 0.0
H -4.103998 0.167160 -4.581150 0.0 0.0 0.0
H -1.688034 0.671003 -4.330463 0.0 0.0 0.0
H -0.656744 0.621984 -2.101844 0.1 0.1 0.0
O 3.933826 -0.433886 -5.573980 0.0 0.0 0.0
C 3.265712 -0.536918 -4.572056 0.2 0.0 -0.4
C 3.739695 -0.261201 -3.164035 0.3 0.0 0.4
O 4.853114 0.108081 -2.844087 0.0 0.0 -0.1
C 2.594927 -0.571618 -2.315973 -0.6 -0.1 -0.3
C 1.501930 -1.006989 -3.099194 0.7 0.7 0.1
O 0.407657 -1.303408 -2.482624 0.0 -0.6 -1.3
C 1.820479 -0.972334 -4.516548 -0.5 -0.1 0.1
O 1.102283 -1.222296 -5.468881 0.1 0.0 -0.1
O 2.426716 -0.526561 -1.044747 1.4 0.2 -0.4
N 3.898455 -2.279390 0.550906 -0.3 0.1 -0.2
C 2.973237 -3.188397 0.871448 0.1 -0.3 -0.1
N 3.427454 -4.275493 1.509864 0.1 0.1 0.2
C 2.538687 -5.261350 1.666441 -0.2 0.1 -0.1
N 2.990688 -6.382240 2.335343 0.0 0.0 0.0
N 1.297342 -5.277951 1.238395 0.0 -0.1 0.2
C 0.879020 -4.128115 0.658166 -0.2 -0.2 0.0
N 1.683026 -3.016647 0.477918 0.7 -0.7 0.0
C -0.404616 -4.061744 0.077835 0.2 0.1 0.1
C -1.302528 -5.150764 0.063846 -0.2 -0.1 0.1
C -2.451306 -5.070117 -0.671970 0.2 0.1 0.1
C -2.704385 -3.894177 -1.403450 0.0 0.1 0.0
C -1.798829 -2.860950 -1.323761 -0.2 -0.2 -0.2
N -0.679212 -2.894345 -0.590851 -1.4 -1.6 -0.3
H 4.750910 -2.301055 1.078317 0.0 -0.1 0.0
H 3.586793 -1.399362 0.159117 0.1 0.1 0.1
H 3.992969 -6.463851 2.351959 0.0 0.0 0.0
H 2.476101 -7.215821 2.106722 0.0 0.0 0.0
H -1.037792 -6.030752 0.632173 0.0 0.0 0.0
H -3.145834 -5.900855 -0.711119 0.0 0.0 0.0
H -3.585338 -3.790549 -2.021230 0.0 0.1 0.0
H -1.963116 -1.964292 -1.897592 0.1 -0.1 0.0
```
Forces are in eV/Å.



The records above give, respectively, energy relative to the best compared isomer or geometry (same formula, charge and spin) values of 349.73; 94.09; 83.19 kJ/mol.